{
  "formula": "C35H46N6O3P2Sr",
  "method": "the ωB97M-V functional and the def2-TZVPD basis",
  "elements": ["Sr", "C", "C", "C", "C", "C", "C", "C", "C", "C", "H", "H", "H", "H", "H", "H", "H", "H", "H", "H", "H", "H", "H", "H", "H", "P", "P", "N", "N", "N", "N", "C", "C", "C", "C", "C", "C", "C", "C", "C", "C", "C", "C", "C", "C", "C", "C", "C", "C", "H", "H", "H", "H", "H", "H", "H", "H", "H", "H", "H", "H", "H", "H", "H", "H", "H", "H", "H", "H", "C", "C", "C", "C", "C", "C", "O", "N", "C", "O", "N", "C", "O", "H", "H", "H", "H", "H", "H", "H", "H", "H", "H", "H"],
  "positions_angstrom": [[-0.56685, -1.93051, -0.11152], [0.02438, 3.66588, 3.28801], [-0.89597, 3.23593, 2.42212], [-0.63333, 2.92631, 0.98080], [0.46451, 1.88322, 0.68813], [1.88544, 2.38588, 0.49799], [2.38621, 3.58318, 0.79737], [1.63750, 4.70002, 1.45903], [1.29255, 4.37169, 2.95278], [1.68299, -1.77625, 1.16460], [-0.12805, 3.53977, 4.36892], [-1.93476, 3.07235, 2.73479], [-0.51055, 3.81547, 0.35478], [-1.56376, 2.47474, 0.62995], [0.43601, 1.13561, 1.50401], [0.17778, 1.36109, -0.25349], [2.53934, 1.61065, 0.06327], [3.45024, 3.78866, 0.61074], [0.76357, 5.00437, 0.86477], [2.31656, 5.57122, 1.46888], [2.14941, 3.82321, 3.37969], [1.25844, 5.33516, 3.48288], [1.66945, -1.00491, 1.94015], [2.35219, -1.52933, 0.33827], [1.92810, -2.74193, 1.62228], [1.64172, -1.59316, -2.44207], [-2.16130, -0.94321, -2.32668], [2.87874, -0.30766, -2.85652], [2.34219, -2.73375, -3.73954], [-2.00605, 0.73779, -2.93902], [-3.61701, -1.33436, -3.35076], [0.40771, -0.92469, -3.59892], [-0.94267, -1.65962, -3.51511], [4.06129, -0.14182, -2.12737], [4.93034, 0.68402, -2.83819], [4.28917, 1.00274, -4.07094], [3.03269, 0.40471, -4.04637], [2.83022, -3.99873, -3.42107], [3.31188, -4.61518, -4.57727], [3.16144, -3.67876, -5.64958], [2.55523, -2.54216, -5.11064], [-1.67486, 1.83385, -2.13324], [-1.20880, 2.86263, -2.93589], [-1.28663, 2.41458, -4.29025], [-1.72510, 1.10217, -4.26550], [-4.24292, -0.61975, -4.38264], [-5.11925, -1.46044, -5.06905], [-5.03427, -2.75201, -4.44451], [-4.07572, -2.66145, -3.44242], [0.74538, -1.02669, -4.64127], [0.33109, 0.14920, -3.38952], [-1.38944, -1.67498, -4.52344], [-0.81943, -2.71581, -3.20933], [4.17560, -0.60921, -1.16310], [5.90762, 1.01171, -2.51416], [4.68566, 1.56981, -4.89686], [2.24235, 0.46002, -4.77442], [2.77144, -4.35392, -2.40174], [3.72092, -5.61618, -4.65440], [3.46587, -3.79882, -6.68432], [2.23279, -1.64442, -5.62370], [-1.83825, 1.78259, -1.06622], [-0.84032, 3.82230, -2.60365], [-1.06342, 2.98374, -5.18180], [-1.83824, 0.38958, -5.07175], [-4.01860, 0.41663, -4.57402], [-5.73701, -1.18731, -5.91435], [-5.61745, -3.62901, -4.69511], [-3.67158, -3.41911, -2.78806], [-2.32867, 1.18001, 6.23922], [-2.47566, -0.32017, 6.13912], [-1.30401, -1.12652, 5.45053], [-0.06349, -1.17069, 6.39204], [0.74228, 0.10867, 6.54988], [-1.75545, -2.60717, 5.32673], [-2.02243, -3.29157, 6.30981], [-1.84291, -3.13502, 4.03383], [-1.40507, -2.52371, 2.85902], [-1.40415, -3.21696, 1.79981], [-1.04325, -1.22943, 2.86151], [-0.87175, -0.56469, 4.03877], [-0.35027, 0.56627, 4.01500], [-2.17064, 1.50124, 7.27226], [-3.25599, 1.63935, 5.89318], [-1.51989, 1.54431, 5.60542], [-2.59816, -0.75804, 7.14549], [-3.38695, -0.57674, 5.57971], [-0.40203, -1.48432, 7.39280], [0.61133, -1.97140, 6.04161], [0.11298, 0.91656, 6.94097], [1.55678, -0.06480, 7.26310], [1.18447, 0.43682, 5.59867], [-1.98146, -4.13931, 3.94709]],
  "total_energy_ev": -71534.7985,
  "total_charge": 0
}



{
  "formula": "C35H47ClF6Ge2N4O6PtS3",
  "method": "the ωB97M-V functional and the def2-TZVPD basis",
  "elements": ["Pt", "F", "C", "F", "F", "S", "O", "O", "N", "S", "O", "O", "C", "F", "F", "F", "C", "C", "C", "C", "C", "O", "C", "C", "C", "C", "C", "C", "Cl", "C", "C", "C", "N", "C", "N", "C", "N", "H", "H", "H", "H", "H", "H", "H", "H", "H", "H", "H", "H", "H", "H", "H", "H", "H", "H", "H", "H", "H", "H", "C", "S", "C", "O", "H", "H", "H", "H", "H", "H", "C", "Ge", "C", "C", "Ge", "C", "C", "C", "C", "C", "C", "C", "C", "C", "C", "C", "C", "H", "H", "H", "H", "H", "H", "H", "H", "H", "H", "H", "H", "H", "H", "H", "H", "H", "H", "H"],
  "positions_angstrom": [[0.93367, -1.78937, 0.76862], [-1.37689, -0.74735, 3.13706], [-0.60272, -1.14413, 4.13996], [0.20529, -0.15029, 4.48847], [-1.36011, -1.48375, 5.16489], [0.45836, -2.60909, 3.66041], [1.73207, -2.06329, 3.21683], [0.44889, -3.49630, 4.77265], [-0.39350, -3.11099, 2.36872], [-0.00245, -4.53031, 1.71342], [0.06667, -5.64162, 2.60117], [1.10915, -4.35896, 0.77254], [-1.53680, -4.74658, 0.70865], [-1.35818, -5.80878, -0.07355], [-1.77657, -3.68485, -0.05383], [-2.56039, -4.95229, 1.51550], [-3.00435, 4.12680, -2.49679], [-3.08427, 4.53779, -1.01836], [-4.56883, 4.61788, -0.63339], [-2.45159, 5.92806, -0.86859], [-2.38457, 3.48294, -0.10225], [-3.02818, 2.21220, -0.24544], [-2.32233, 3.94960, 1.38007], [-2.77293, 2.92434, 2.41259], [-2.56380, 3.35514, 3.85159], [-2.08953, 4.60999, 4.21182], [-1.91579, 4.95867, 5.54744], [-2.22460, 4.04424, 6.53459], [-2.00535, 4.46916, 8.20353], [-2.71297, 2.78852, 6.20568], [-2.87834, 2.45825, 4.87252], [-0.97114, 3.20569, -0.60944], [-0.28656, 2.17407, 0.17080], [-0.47493, 0.86138, 0.16350], [0.37764, 0.29900, 1.01284], [1.06865, 1.35023, 1.53341], [0.69593, 2.50571, 1.04545], [-3.73596, 4.69512, -3.07355], [-3.22661, 3.06636, -2.62568], [-2.02422, 4.33914, -2.93015], [-5.02193, 5.48962, -1.10725], [-4.72478, 4.71780, 0.44299], [-5.12407, 3.74538, -0.98673], [-2.91219, 6.60842, -1.58703], [-1.37988, 5.92184, -1.07768], [-2.60163, 6.35450, 0.12299], [-3.94802, 2.28953, 0.02864], [-2.93257, 4.84199, 1.50417], [-1.29757, 4.25370, 1.60771], [-2.26557, 1.96929, 2.25827], [-3.83904, 2.71572, 2.27380], [-1.83875, 5.34263, 3.45595], [-1.54161, 5.93700, 5.81765], [-2.96151, 2.08402, 6.98822], [-3.27403, 1.48239, 4.61718], [-0.35425, 4.09381, -0.51763], [-0.98821, 2.88045, -1.64654], [-1.20985, 0.35665, -0.44218], [1.83415, 1.24660, 2.28591], [4.72290, -2.21826, 2.34182], [3.98315, -0.75163, 1.66318], [5.41501, -0.03060, 0.90006], [3.16190, -1.22232, 0.45724], [5.24755, -2.74495, 1.54478], [3.90811, -2.81797, 2.74465], [5.40162, -1.93165, 3.14556], [6.11917, 0.27499, 1.67404], [5.06620, 0.83816, 0.34344], [5.85433, -0.76243, 0.22236], [1.27995, -6.22391, -1.83577], [2.19373, -4.61502, -2.40044], [3.93046, -4.44686, -1.54795], [2.11739, -4.53937, -4.34313], [1.14520, -2.18676, -1.61819], [2.45157, -0.97795, -2.44552], [3.40940, -1.31150, -3.39960], [4.24512, -0.34107, -3.94001], [4.12743, 0.98169, -3.53936], [3.18158, 1.33017, -2.58425], [2.36480, 0.35483, -2.03123], [-0.37984, -2.32626, -2.84100], [-0.71243, -1.14161, -3.50125], [-1.86077, -1.07797, -4.28167], [-2.67036, -2.19601, -4.42026], [-2.33614, -3.38142, -3.77704], [-1.19813, -3.44498, -2.98583], [2.02791, -7.01458, -1.94829], [0.43631, -6.44179, -2.48853], [0.95834, -6.19810, -0.80071], [4.40541, -5.42801, -1.62169], [3.79341, -4.19610, -0.49560], [4.54829, -3.69100, -2.02629], [2.23921, -5.57249, -4.67936], [2.89242, -3.92355, -4.78922], [1.14247, -4.17740, -4.66579], [3.52210, -2.33159, -3.73259], [4.98460, -0.61924, -4.68060], [4.77253, 1.73841, -3.96687], [3.08983, 2.35994, -2.25951], [1.66605, 0.63497, -1.25256], [-0.06691, -0.27218, -3.43029], [-2.11302, -0.15723, -4.79283], [-3.56006, -2.14593, -5.03413], [-2.96642, -4.25471, -3.88663], [-0.96191, -4.37239, -2.47524]],
  "total_energy_ev": -232905.6052,
  "total_charge": 1,
  "multiplicity": 4
}



{
  "formula": "C35H47ClO3PPtSSi",
  "method": "the ωB97M-V functional and the def2-TZVPD basis",
  "elements": ["C", "C", "C", "H", "C", "C", "H", "H", "H", "H", "Pt", "Cl", "P", "C", "C", "H", "C", "H", "C", "H", "C", "H", "C", "H", "C", "C", "H", "C", "H", "C", "H", "C", "H", "C", "H", "C", "C", "H", "C", "H", "C", "H", "C", "H", "C", "H", "C", "C", "C", "C", "O", "Si", "S", "O", "C", "C", "C", "C", "O", "C", "C", "C", "C", "H", "H", "H", "H", "H", "H", "H", "H", "H", "H", "H", "H", "H", "H", "H", "H", "H", "H", "H", "H", "H", "H", "H", "H", "H", "H", "H"],
  "positions_angstrom": [[2.06155, -0.53068, -0.29955], [1.96971, -0.14353, -1.66506], [1.86188, 1.28996, -1.70817], [1.94002, -0.80096, -2.51604], [1.94717, 1.77387, -0.37804], [2.00736, 0.66166, 0.49940], [2.01765, 0.70251, 1.57478], [2.10845, -1.53691, 0.07775], [1.74681, 1.88857, -2.59515], [1.81462, 2.79843, -0.07733], [0.19126, 0.45071, -0.64414], [-1.33338, 2.06581, -0.13152], [-1.78366, 1.03694, -3.87280], [-1.39863, 2.45723, -4.97684], [-1.19832, 2.34560, -6.35092], [-1.26399, 1.37725, -6.82644], [-0.91662, 3.47023, -7.11408], [-0.76091, 3.36837, -8.18015], [-0.84024, 4.72038, -6.51727], [-0.62227, 5.59605, -7.11448], [-1.03916, 4.84160, -5.14818], [-0.97501, 5.81198, -4.67384], [-1.30544, 3.71728, -4.38292], [-1.44504, 3.81464, -3.31305], [-1.50410, -0.39128, -4.99850], [-0.19638, -0.86695, -5.10987], [0.59242, -0.40010, -4.53248], [0.10102, -1.92656, -5.95206], [1.12030, -2.28097, -6.03159], [-0.90909, -2.54167, -6.68007], [-0.68001, -3.37589, -7.33018], [-2.21409, -2.08493, -6.56495], [-3.00636, -2.56058, -7.12824], [-2.51055, -1.01373, -5.73350], [-3.52870, -0.65932, -5.65666], [-3.62125, 1.10445, -3.81344], [-4.39872, 1.91330, -4.63934], [-3.92085, 2.55254, -5.36799], [-5.78274, 1.90199, -4.53317], [-6.37436, 2.53705, -5.17954], [-6.40730, 1.07736, -3.60867], [-7.48639, 1.06908, -3.52878], [-5.64028, 0.26694, -2.78165], [-6.11973, -0.37419, -2.05366], [-4.25781, 0.28868, -2.87641], [-3.66290, -0.33394, -2.21910], [4.40527, -1.34724, 2.27906], [3.32411, -2.37865, 2.64494], [3.44944, -3.62001, 1.74518], [3.51225, -2.81343, 4.10858], [2.16669, -1.86009, 2.47750], [0.90513, -1.08011, 3.08877], [-0.58287, -0.51022, 1.54438], [0.18157, -2.06833, 4.12807], [-0.28120, -2.35337, 5.28855], [-0.62873, -3.84856, 5.31427], [0.77050, -2.07407, 6.37797], [-1.55203, -1.53043, 5.56069], [1.41747, 0.23624, 3.89017], [1.38925, 1.48388, 4.20877], [0.28211, 2.22624, 3.43366], [1.11373, 1.62976, 5.71564], [2.75799, 2.13296, 3.91394], [5.42036, -1.77727, 2.42173], [4.31227, -0.44485, 2.91966], [4.31307, -1.03416, 1.21939], [4.44343, -4.10015, 1.87531], [2.66358, -4.36414, 1.99955], [3.33833, -3.35315, 0.67422], [3.42597, -1.93783, 4.78770], [2.74712, -3.56898, 4.38509], [4.51560, -3.26771, 4.25805], [0.27612, -4.46051, 5.10575], [-1.02922, -4.14216, 6.30999], [-1.39326, -4.08450, 4.54310], [1.06883, -1.01207, 6.37825], [0.36529, -2.31673, 7.38465], [1.67861, -2.68946, 6.22966], [-1.33439, -0.44514, 5.53304], [-2.32851, -1.74322, 4.79508], [-1.96754, -1.77615, 6.56167], [-0.71132, 1.77734, 3.64780], [0.25005, 3.29823, 3.72584], [0.45757, 2.18717, 2.34112], [1.91008, 1.13194, 6.30854], [1.09679, 2.70325, 6.00711], [0.13356, 1.19449, 5.98683], [3.56353, 1.61201, 4.47443], [3.02059, 2.10886, 2.83970], [2.75686, 3.20206, 4.22050]],
  "total_energy_ev": -86964.4108,
  "total_charge": 1,
  "multiplicity": 5
}